# 1
Below is a cluster of 8 separate species, C24H46BrF2NO11 in total, with properties calculated with ωB97M-V/def2-TZVPD.

Element x y z (Å)
O: 0.17303 0.33580 2.27560
C: 0.21802 -0.61492 1.54746
C: -1.00653 -1.25661 0.90312
C: -0.60046 -2.44705 0.08060
C: -0.88054 -3.74256 0.52891
F: -1.52733 -3.90684 1.68864
C: -0.50705 -4.90414 -0.14181
O: -0.81845 -6.13392 0.31536
C: 0.19407 -4.72681 -1.32536
C: 0.47881 -3.45014 -1.81638
C: 0.09143 -2.31309 -1.12443
Br: 0.53598 -0.61027 -1.78249
C: 1.20994 -3.61642 -3.10461
O: 1.32132 -2.87367 -4.02269
N: 1.73675 -5.00749 -3.11124
F: 2.86471 -4.85951 -2.24535
C: 0.75312 -5.73257 -2.26210
O: 0.46214 -6.86935 -2.45196
H: 1.19351 -1.08398 1.30716
H: -1.50349 -0.51090 0.27198
H: -1.71857 -1.53370 1.67994
H: -0.77631 -6.14849 1.27994
C: 5.46268 -2.87934 -0.08171
C: 5.68193 -2.38238 -1.49923
O: 5.68684 -3.44245 -2.44650
H: 6.23354 -3.60066 0.19070
H: 5.48630 -2.05430 0.63219
H: 4.49381 -3.37891 0.00450
H: 6.65238 -1.89596 -1.58871
H: 4.91244 -1.64763 -1.76438
H: 4.83348 -3.88461 -2.39369
C: -3.83268 -0.89493 -3.36746
C: -3.51523 -1.05464 -1.89318
O: -3.47831 0.19311 -1.20676
H: -3.10131 -0.24019 -3.84192
H: -3.82343 -1.85885 -3.87821
H: -4.81984 -0.44713 -3.50304
H: -2.52321 -1.48990 -1.76732
H: -4.23898 -1.72308 -1.41368
H: -4.34366 0.60540 -1.29013
C: -3.46642 2.89468 2.58831
C: -2.83742 1.66566 1.97043
O: -3.62031 0.48048 2.12089
H: -3.65957 2.74303 3.65009
H: -2.81279 3.75539 2.46803
H: -4.42545 3.12279 2.11444
H: -1.88877 1.43695 2.45036
H: -2.64415 1.83730 0.90459
H: -4.46862 0.62208 1.69058
C: 1.35172 4.01967 0.13252
C: 0.56100 4.76652 1.18837
O: -0.61456 4.05409 1.57545
H: 0.72451 3.84259 -0.74361
H: 2.23325 4.58071 -0.17771
H: 1.68478 3.04973 0.50661
H: 0.21351 5.72469 0.80167
H: 1.18695 4.95659 2.06284
H: -0.32643 3.20666 1.93446
C: 0.52017 -5.89600 -6.32793
C: -0.95767 -5.77092 -6.64353
O: -1.65120 -7.00435 -6.47840
H: 0.98138 -6.65462 -6.96085
H: 1.03825 -4.94791 -6.47950
H: 0.66527 -6.20159 -5.29027
H: -1.11088 -5.48140 -7.68219
H: -1.41659 -5.00059 -6.01132
H: -1.53927 -7.28842 -5.56568
C: -4.07391 6.27395 6.69617
C: -3.62173 5.72705 5.35490
O: -4.66585 5.04670 4.66769
H: -4.45321 5.46840 7.32552
H: -3.25088 6.76642 7.21600
H: -4.87792 7.00230 6.56562
H: -2.82942 4.99145 5.48829
H: -3.22707 6.53401 4.72799
H: -5.38117 5.67160 4.51473
C: 5.91081 5.45624 2.26354
C: 4.42404 5.59179 1.99592
O: 3.71244 4.38845 2.27133
H: 6.33075 4.64600 1.66713
H: 6.43781 6.37965 2.02029
H: 6.09452 5.22665 3.31574
H: 4.24386 5.80776 0.94329
H: 4.00472 6.41533 2.58431
H: 3.84070 4.17549 3.20113

As for the structure (SMILES): O=CCc1c(F)c(O)c2c(c1Br)C(=O)N(F)C2=O.CCO.CCO.CCO.CCO.CCO.CCO.CCO. As for the total energy: -4598.04857 Ha. As for the lowest unoccupied orbital energy: -0.043 Ha. Its largest force on an atom is 0.65 eV Å⁻¹. The value obtained for the HOMO energy is -0.362 hartree.



# 2
Below is a cluster of 6 separate species, C24H46N3O16 in total, with properties calculated with ωB97M-V/def2-TZVPD.

Element x y z (Å)
C: 3.13975 -6.50901 0.56644
N: 2.26575 -5.26161 0.58842
C: 3.18208 -4.07317 0.93252
C: 2.20820 -2.78456 1.21517
C: 0.54421 -2.93490 1.30467
N: -0.20966 -1.66564 1.57571
N: 0.16319 -0.38372 1.80646
C: 1.60451 -0.05096 1.76517
C: 2.67680 -1.23141 1.44387
C: 4.28371 -0.82635 1.35187
C: 5.22988 -1.60022 2.44675
C: 6.80529 -1.31771 1.96198
O: 7.09225 -1.98172 0.66677
H: 3.91529 -6.54000 1.46942
H: 2.52315 -7.50708 0.64177
H: 3.80962 -6.44173 -0.40967
H: 1.79369 -5.10028 -0.33082
H: 3.86297 -3.91160 -0.00712
H: 3.78837 -4.40715 1.90193
H: 0.00520 -3.98587 1.13061
H: -1.26740 -1.81417 1.58967
H: 1.97423 1.06694 1.93676
H: 4.71967 -0.90617 0.25736
H: 4.34090 0.33323 1.62989
H: 5.06956 -1.23326 3.56840
H: 5.11557 -2.76546 2.46635
H: 7.54584 -1.71128 2.80796
H: 6.87535 -0.14850 1.81051
H: 6.29573 -2.49447 0.33365
C: -1.29777 6.78871 0.92470
O: -0.87468 5.75948 0.03263
C: -0.26601 4.70970 0.63974
O: -0.06589 4.59206 1.83859
O: 0.08134 3.81332 -0.31791
C: 0.73643 2.64794 0.17900
H: -1.77057 7.57655 0.33192
H: -2.03533 6.40365 1.63630
H: -0.44002 7.22093 1.45007
H: 0.08011 2.09731 0.86075
H: 1.67553 2.91453 0.67459
H: 0.96811 2.00161 -0.67207
C: 8.56431 2.50627 0.39804
O: 8.00757 3.47446 -0.48897
C: 6.76025 3.88870 -0.15177
O: 6.11407 3.50783 0.81183
O: 6.35633 4.80022 -1.07221
C: 5.05091 5.32695 -0.84286
H: 9.56182 2.24722 0.03269
H: 8.66373 2.91925 1.40709
H: 7.95473 1.59695 0.40885
H: 5.00993 5.85277 0.11660
H: 4.30080 4.53044 -0.88163
H: 4.83160 6.04489 -1.63798
C: -3.98514 -4.58434 2.40047
O: -4.75962 -5.19885 1.37252
C: -4.02699 -5.70844 0.35043
O: -2.80993 -5.67825 0.25565
O: -4.88289 -6.25761 -0.54795
C: -4.24728 -6.83695 -1.68574
H: -4.67262 -4.21249 3.16514
H: -3.31391 -5.31324 2.86607
H: -3.42041 -3.73491 2.00283
H: -3.58658 -7.65598 -1.38345
H: -3.69299 -6.07763 -2.24680
H: -5.02558 -7.24535 -2.33628
C: -8.47540 -7.05306 -2.61594
O: -9.24988 -7.66757 -3.64388
C: -8.51725 -8.17715 -4.66598
O: -7.30018 -8.14696 -4.76076
O: -9.37314 -8.72633 -5.56435
C: -8.73753 -9.30566 -6.70214
H: -9.16288 -6.68121 -1.85127
H: -7.80416 -7.78195 -2.15034
H: -7.91066 -6.20362 -3.01358
H: -8.07683 -10.12470 -6.39985
H: -8.18324 -8.54635 -7.26320
H: -9.51583 -9.71407 -7.35269
C: -2.41123 11.39432 2.93356
O: -2.39033 12.34011 1.86625
C: -2.21490 11.79175 0.63758
O: -2.08047 10.60243 0.39554
O: -2.21508 12.79571 -0.27527
C: -2.03824 12.36355 -1.62292
H: -2.55681 11.94265 3.86831
H: -3.24367 10.69364 2.81218
H: -1.45829 10.85868 2.99345
H: -2.85587 11.70167 -1.92645
H: -1.07042 11.86664 -1.74527
H: -2.05472 13.24760 -2.26630

As for the total energy: -2309.65156 Ha. As for the lowest unoccupied orbital energy: -0.180 Ha. Its largest force on an atom is 5.00 eV Å⁻¹. The value obtained for the HOMO energy is -0.450 hartree. Its charge is +1.



# 3
Below is a cluster of 5 separate species, C24H46N7O7PS in total, with properties calculated with ωB97M-V/def2-TZVPD.

Element x y z (Å)
C: 1.15745 -2.92691 4.32888
C: 0.29595 -3.26278 3.56822
C: -0.68340 -3.84410 2.65265
C: -0.44368 -3.70862 1.13360
N: 0.40033 -4.78937 0.59391
C: 1.74863 -4.32128 0.58588
O: 2.68291 -5.05125 0.71095
C: 1.77056 -2.74817 0.49346
N: 2.44351 -2.15514 -0.63539
C: 3.23823 -3.00686 -1.52234
C: 4.61828 -3.32542 -0.93534
O: 2.47836 -2.44815 1.67859
C: 2.78155 -1.07185 1.90669
C: 4.26322 -0.75145 1.75013
C: 0.23413 -2.46787 0.53775
N: -0.13218 -1.12800 1.00376
C: -1.26518 -0.86066 1.35250
S: -2.64522 -0.54877 2.01018
P: -0.39614 -2.46978 -1.23204
O: -1.87692 -2.50081 -1.31551
H: 2.02133 -2.61454 4.86393
H: -1.65592 -3.41130 2.89730
H: -0.77165 -4.91242 2.85217
H: -1.43212 -3.91698 0.71577
H: 0.07041 -5.21581 -0.25801
H: 1.88505 -1.47699 -1.12747
H: 2.72486 -3.90655 -1.87780
H: 3.43349 -2.40906 -2.41559
H: 5.03637 -4.19802 -1.43594
H: 4.55643 -3.53681 0.12896
H: 5.26913 -2.46007 -1.05233
H: 2.53787 -0.88097 2.95690
H: 2.16859 -0.38162 1.32898
H: 4.45382 0.19774 2.25179
H: 4.55285 -0.74387 0.70075
H: 4.81963 -1.54721 2.25184
H: 0.13236 -3.61803 -1.85939
H: 0.11313 -1.35351 -1.92345
C: 3.11034 3.70781 6.20429
N: 3.16731 3.01927 4.92846
C: 1.95279 2.89900 4.13913
C: 4.30185 2.48564 4.44799
O: 4.39133 1.90113 3.38198
H: 2.40607 3.20636 6.86971
H: 2.78162 4.73825 6.06014
H: 4.09435 3.71196 6.66902
H: 1.71867 1.84609 3.97541
H: 2.09421 3.37209 3.16606
H: 1.12968 3.37914 4.66479
H: 5.16676 2.62230 5.11811
C: -0.87825 1.88729 -5.23088
N: -0.36894 0.52898 -5.26009
C: -1.28429 -0.57235 -5.01820
C: 0.92354 0.24619 -5.50280
O: 1.39301 -0.87705 -5.52586
H: -1.30474 2.10630 -4.25009
H: -1.65500 2.01350 -5.98706
H: -0.07236 2.59106 -5.42973
H: -0.94436 -1.14556 -4.15622
H: -1.29575 -1.23205 -5.88667
H: -2.28535 -0.18995 -4.83525
H: 1.53946 1.14524 -5.67562
C: -2.97282 5.89045 3.32086
N: -1.80187 5.83217 4.17315
C: -0.65245 6.66432 3.85885
C: -1.73931 5.03008 5.25246
O: -0.78024 4.94619 5.99652
H: -2.71029 5.60195 2.30121
H: -3.37790 6.90419 3.30759
H: -3.73777 5.21162 3.69150
H: 0.22612 6.04040 3.69015
H: -0.43779 7.33483 4.69140
H: -0.85913 7.24835 2.96580
H: -2.65738 4.43873 5.40742
C: -5.99885 -2.42884 -6.76322
N: -5.69284 -1.13212 -6.19300
C: -6.07495 -0.85323 -4.81785
C: -5.06353 -0.17115 -6.89396
O: -4.77651 0.93031 -6.46300
H: -7.07700 -2.60032 -6.74965
H: -5.50896 -3.21692 -6.18812
H: -5.64891 -2.47573 -7.79225
H: -6.75015 0.00218 -4.78461
H: -5.19218 -0.61253 -4.22496
H: -6.56885 -1.72350 -4.39382
H: -4.81444 -0.47878 -7.92404

As for the structure (SMILES): C#CC[C@@H]1NC(=O)[C@](NCC)(OCC)[C@@]1(N=C=S)[PH2]=O.CN(C)C=O.CN(C)C=O.CN(C)C=O.CN(C)C=O. As for the total energy: -2591.49287 Ha. As for the lowest unoccupied orbital energy: 0.007 Ha. Its largest force on an atom is 1.52 eV Å⁻¹. The value obtained for the HOMO energy is -0.333 hartree.



# 4
Below is a cluster of 6 separate species, C24H47BN4O23PS2 in total, with properties calculated with ωB97M-V/def2-TZVPD.

Element x y z (Å)
C: -1.39354 -1.92508 -2.53638
O: -0.57477 -1.47544 -3.67974
B: 0.39206 -0.42377 -3.27699
O: 1.66396 -0.90482 -2.64953
N: 0.09567 1.04093 -3.54679
C: 0.79499 1.93587 -4.56839
P: 2.25778 1.41963 -5.74087
O: 2.78702 2.96790 -6.42423
O: 3.54602 1.00122 -4.59996
N: 0.19470 3.34549 -4.59234
N: -0.76734 3.20197 -3.57487
N: -0.82180 1.92734 -3.00010
S: -1.94096 1.48465 -1.69641
C: -2.29739 3.01488 -0.67734
C: -1.43962 3.07523 0.75727
O: -1.45534 1.95683 1.48577
O: -0.78757 4.34646 1.10328
C: 0.04448 4.24468 2.31150
C: 1.61007 3.74759 1.99580
C: 1.92149 2.24289 2.65682
O: 2.53912 4.67135 2.71056
C: 3.54702 5.22789 1.79499
O: 3.22194 5.87842 0.64342
C: 5.19050 5.17315 2.10105
S: 5.62910 4.16059 3.62097
H: -1.61885 -3.08159 -2.61812
H: -0.89384 -1.74566 -1.48346
H: -2.39428 -1.28607 -2.55462
H: 1.77814 -1.85468 -2.95175
H: 2.95403 3.53429 -5.59031
H: 3.44869 0.04569 -4.30060
H: -2.00663 3.99587 -1.28953
H: -3.44409 3.04284 -0.39330
H: -0.44620 3.64552 3.19937
H: 0.17018 5.35991 2.71874
H: 1.78418 3.70903 0.83854
H: 1.94133 1.49891 1.73644
H: 1.12624 1.94422 3.46258
H: 2.97857 2.24610 3.21192
H: 5.55016 6.28935 2.32435
H: 5.81150 4.82832 1.15506
H: 5.16160 2.85849 3.32903
C: 0.57769 -2.14669 1.63171
O: 1.02092 -3.30480 2.33622
C: 0.98157 -4.44975 1.60899
O: 0.61101 -4.55081 0.44993
O: 1.42607 -5.46284 2.39481
C: 1.43988 -6.73810 1.75623
H: 0.65157 -1.29066 2.30808
H: 1.21627 -1.95520 0.76323
H: -0.46844 -2.25626 1.32806
H: 2.11281 -6.73025 0.89282
H: 0.42822 -7.03127 1.45759
H: 1.81231 -7.47239 2.47581
C: 1.74615 8.24061 1.62970
O: 1.62397 9.36078 2.50394
C: 2.50023 10.36528 2.25004
O: 3.34420 10.37487 1.36766
O: 2.27471 11.35740 3.14798
C: 3.13055 12.48870 2.99977
H: 0.99813 7.49916 1.92373
H: 1.54934 8.53596 0.59397
H: 2.73734 7.78500 1.72207
H: 2.98917 12.95388 2.01895
H: 4.17710 12.20296 3.14695
H: 2.86207 13.21860 3.76844
C: 2.83013 -4.31724 -9.52694
O: 2.70795 -3.19707 -8.65270
C: 3.58421 -2.19256 -8.90660
O: 4.42818 -2.18298 -9.78898
O: 3.35869 -1.20045 -8.00866
C: 4.21453 -0.06915 -8.15687
H: 2.08211 -5.05869 -9.23291
H: 2.63332 -4.02188 -10.56267
H: 3.82133 -4.77285 -9.43457
H: 4.07316 0.39603 -9.13769
H: 5.26108 -0.35489 -8.00969
H: 3.94606 0.66075 -7.38820
C: -2.42640 -5.32345 3.65032
O: -2.85731 -6.47988 2.93547
C: -3.54980 -7.37393 3.68543
O: -3.81598 -7.26115 4.87177
O: -3.89495 -8.41525 2.88670
C: -4.63428 -9.44104 3.54656
H: -1.88380 -4.67824 2.95390
H: -3.28581 -4.76631 4.03726
H: -1.74678 -5.60228 4.46208
H: -5.58184 -9.04863 3.92934
H: -4.04293 -9.88452 4.35415
H: -4.85631 -10.22205 2.81417
C: -7.69256 -2.07032 3.79171
O: -8.24049 -3.38592 3.84637
C: -7.32220 -4.37834 3.73158
O: -6.11842 -4.22894 3.59176
O: -7.97534 -5.56588 3.79940
C: -7.12835 -6.70839 3.69200
H: -8.51515 -1.35705 3.89323
H: -6.99303 -1.90882 4.61832
H: -7.20251 -1.89585 2.82839
H: -6.40632 -6.73238 4.51448
H: -6.61576 -6.71938 2.72468
H: -7.75557 -7.60158 3.75890

As for the total energy: -4054.30414 Ha. For the energy above the lowest of the compared OMol25 structures with the same formula, charge and spin, the calculation gives 885.39 kJ/mol. As for the lowest unoccupied orbital energy: -0.200 Ha. Its largest force on an atom is 8.84 eV Å⁻¹. The value obtained for the HOMO energy is -0.416 hartree. Its charge is +1.



# 5
Below is a structure of composition C24H48GdNO2P2Si2, with properties calculated with ωB97M-V/def2-TZVPD.

Element x y z (Å)
C: -0.28966 3.58288 -2.65878
C: -0.42057 2.26324 -2.19198
N: 0.51657 1.81018 -1.25159
C: 1.47318 2.67447 -0.78307
C: 1.56724 3.99077 -1.20110
C: 0.66994 4.44495 -2.17090
C: -1.56640 1.48597 -2.57749
P: -2.20120 0.00264 -1.78758
Gd: 0.09978 -0.21827 -0.14769
P: 2.80206 0.34313 0.18714
C: 2.48731 2.18794 0.24545
C: 0.30587 -2.77839 -1.21105
C: -0.81307 -3.45497 -0.68298
C: -0.64772 -4.71086 -0.07871
C: 0.60976 -5.32038 -0.04044
C: 1.72195 -4.66870 -0.59070
C: 1.57138 -3.40012 -1.16382
O: -0.15418 1.15583 -6.54845
O: 1.56083 -1.45929 -3.48221
H: -0.99628 3.90647 -3.41235
H: 2.34984 4.63833 -0.80092
H: 0.78220 5.43458 -2.58882
C: -3.95875 0.29265 -1.32181
C: -2.47973 -1.05037 -3.24760
H: 3.47566 2.66443 0.09386
H: 2.16164 2.44079 1.27947
H: -0.47083 0.97902 -7.43161
H: -2.34442 2.06733 -3.12620
C: 3.75166 0.14253 1.73407
C: 4.11999 0.28722 -1.07148
H: -1.82130 -3.03630 -0.76326
H: -1.51238 -5.23245 0.34689
H: 0.72463 -6.32031 0.39407
H: 2.70571 -5.15833 -0.60518
H: 2.45379 -2.91352 -1.58853
H: 0.94567 -1.29777 -2.54598
H: 1.00008 -2.00039 -4.05136
H: 1.80127 -0.60147 -3.84592
H: 0.74623 1.53653 -6.61565
H: 0.13887 -1.80473 -1.86181
H: -4.61563 0.23130 -2.20040
H: -4.28417 -0.46981 -0.59969
H: -4.11828 1.27729 -0.86791
H: -3.28640 -0.60361 -3.83880
H: -1.58683 -1.05301 -3.87908
H: -2.75249 -2.07293 -2.95827
H: 5.02277 0.79738 -0.69935
H: 4.36027 -0.76533 -1.28132
H: 3.79201 0.77058 -2.00291
H: 4.68569 0.72303 1.68354
H: 3.16172 0.47363 2.60149
H: 3.99232 -0.92181 1.86395
C: -0.50033 2.87337 3.71651
Si: -1.36658 1.81363 2.41731
C: -3.00648 1.21313 3.12265
C: -1.77681 2.92827 0.96426
C: -0.16598 0.43809 2.04096
Si: -0.32687 -1.19105 2.92923
C: -1.91400 -2.12148 2.54906
C: 1.10487 -2.33867 2.49338
C: -0.25069 -0.82785 4.77446
H: -1.21068 3.62526 4.08967
H: 0.35961 3.40002 3.27618
H: -0.14514 2.27519 4.56774
H: -3.56322 2.10959 3.43618
H: -3.60405 0.69381 2.36070
H: -2.90037 0.55736 3.99744
H: -0.87952 3.30582 0.45591
H: -2.43526 2.44844 0.22712
H: -2.31560 3.79986 1.36829
H: 0.85535 0.82894 2.26028
H: -1.82528 -2.75793 1.65721
H: -2.10221 -2.78086 3.41058
H: -2.78224 -1.46248 2.42682
H: 2.07910 -1.83057 2.48934
H: 1.12525 -3.09131 3.29819
H: 0.98950 -2.88999 1.55050
H: 0.69673 -0.33092 5.03061
H: -1.08081 -0.19554 5.11896
H: -0.29586 -1.78409 5.31528

As for the total energy: -3175.69578 Ha. For the energy above the lowest of the compared OMol25 structures with the same formula, charge and spin, the calculation gives 0.00 kJ/mol. As for the lowest unoccupied orbital energy (alpha / beta): -0.008 / 0.015 Ha. Its largest force on an atom is 2.22 eV Å⁻¹. As for the expectation value of S²: 16.619. The value obtained for the HOMO energy (alpha / beta) is -0.159 / -0.172 hartree. As for the spin multiplicity: 8.